DFT (ωB97M-V with the def2-TZVPD basis set) results for a structure of composition C37H42Cl2N2O4ReSSe.

Results
highest occupied orbital energy (alpha / beta) = -0.2824 / -0.2868 hartree
F_max = 0.59 eV Å⁻¹
LUMO (alpha / beta) = -0.86 / -1.52 eV
relative energy (zero: lowest compared OMol25 entry of this formula, charge and spin) = 83.5 kJ/mol
HOMO-LUMO gap (alpha / beta) = 6.8 / 6.3 eV
2S+1 = 4

Atoms and positions in Å:
Re (-0.552, -0.132, -0.118)
Cl (-2.512, 0.239, -1.255)
C (-3.876, -2.311, 0.241)
C (-5.244, -2.423, 0.481)
C (-6.035, -3.262, -0.277)
C (-5.439, -4.008, -1.280)
C (-4.088, -3.880, -1.514)
Cl (-3.408, -4.824, -2.809)
C (-3.247, -3.026, -0.784)
S (-1.608, -3.047, -1.447)
H (-5.686, -1.839, 1.278)
H (-7.095, -3.335, -0.092)
H (-6.013, -4.689, -1.890)
C (0.040, -3.424, 3.331)
C (1.066, -2.426, 2.799)
C (2.159, -2.158, 3.836)
C (1.685, -2.896, 1.502)
C (2.196, -4.187, 1.414)
C (2.844, -4.626, 0.275)
C (2.994, -3.774, -0.803)
C (2.490, -2.478, -0.773)
C (2.593, -1.635, -2.027)
C (4.036, -1.495, -2.514)
C (1.709, -2.238, -3.120)
C (1.844, -2.063, 0.395)
N (1.395, -0.674, 0.463)
C (2.332, 0.124, 0.873)
C (2.317, 1.548, 0.892)
C (3.487, 2.167, 1.383)
C (3.633, 3.528, 1.378)
C (2.590, 4.302, 0.860)
C (1.444, 3.727, 0.370)
C (1.261, 2.328, 0.375)
N (0.098, 1.763, -0.117)
C (-0.873, 2.732, -0.617)
C (-0.887, 3.004, -1.998)
C (-1.931, 3.776, -2.493)
C (-2.930, 4.259, -1.667)
C (-2.854, 4.026, -0.312)
C (-1.814, 3.290, 0.257)
C (-1.834, 3.290, 1.786)
C (-1.151, 2.181, 2.575)
C (-1.345, 4.652, 2.302)
C (0.093, 2.497, -3.055)
C (-0.223, 1.090, -3.556)
C (1.589, 2.604, -2.759)
H (-0.571, -2.966, 4.105)
H (0.527, -4.304, 3.757)
H (-0.632, -3.755, 2.540)
H (0.547, -1.486, 2.618)
H (2.745, -3.059, 4.022)
H (1.714, -1.840, 4.779)
H (2.844, -1.377, 3.504)
H (2.087, -4.852, 2.259)
H (3.231, -5.635, 0.226)
H (3.493, -4.126, -1.696)
H (2.225, -0.625, -1.821)
H (4.411, -2.434, -2.923)
H (4.702, -1.193, -1.706)
H (4.094, -0.747, -3.304)
H (2.044, -3.245, -3.368)
H (1.749, -1.633, -4.026)
H (0.671, -2.307, -2.797)
H (3.253, -0.347, 1.215)
H (4.277, 1.533, 1.765)
H (4.531, 3.991, 1.756)
H (2.683, 5.379, 0.837)
H (0.662, 4.354, -0.025)
H (-1.973, 3.977, -3.556)
H (-3.758, 4.820, -2.079)
H (-3.619, 4.424, 0.343)
H (-2.898, 3.224, 2.035)
H (-0.064, 2.253, 2.544)
H (-1.461, 1.193, 2.254)
H (-1.445, 2.280, 3.621)
H (-0.267, 4.752, 2.183)
H (-1.568, 4.746, 3.365)
H (-1.825, 5.479, 1.779)
H (-0.086, 3.168, -3.901)
H (0.057, 0.333, -2.819)
H (0.352, 0.891, -4.461)
H (-1.281, 0.959, -3.776)
H (1.926, 1.845, -2.053)
H (1.872, 3.583, -2.376)
H (2.136, 2.442, -3.689)
O (-1.525, -0.881, 1.430)
Se (-3.187, -1.191, 1.659)
O (-3.270, -2.073, 2.992)
O (-0.665, -2.026, -0.666)
O (-3.988, 0.197, 1.661)